Density functional theory data (ωB97M-V/def2-TZVPD) for a molecular structure, C10H10ClFHf.

Last column: Mulliken charge in e.
Atoms and positions in Å:
C 0.941 -1.535 2.619  -0.158
C 0.976 -1.966 1.246  -1.030
C -0.361 -2.181 0.781  0.090
H 1.874 -2.141 0.711  0.497
C -1.262 -1.659 1.830  -0.541
C -0.477 -1.326 2.971  -0.405
H -0.844 -1.093 4.013  0.372
H 1.741 -1.675 3.334  0.458
H -0.620 -2.510 -0.233  0.385
H -2.340 -1.821 1.857  0.437
Hf 0.222 0.195 1.252  1.300
Cl 1.129 1.471 2.938  -0.441
C 0.165 2.603 -1.791  -0.586
C -1.064 1.961 -2.129  -0.405
C -0.755 0.731 -2.782  -0.419
H -2.072 2.376 -1.986  0.389
C 0.666 0.618 -2.856  -0.506
C 1.234 1.773 -2.242  -0.573
H 2.305 2.022 -2.209  0.381
H 0.267 3.603 -1.348  0.382
H -1.478 0.038 -3.235  0.379
H 1.220 -0.177 -3.379  0.382
F -1.467 0.695 0.636  -0.387

Results
Lowest unoccupied orbital energy (spin up / spin down) in eV: -1.71 / -1.71
Electronic energy in eV: -27078.005
Orbital gap (spin up / spin down) in eV: 4.7 / 4.7

=====

Density functional theory data (ωB97M-V/def2-TZVPD) for 2 unconnected molecules or ions with the total composition C4H10N3.

Last column: Mulliken charge in e.
Atoms and positions in Å:
C -2.285 -1.664 -0.477  -0.343
C 2.284 1.464 -0.915  -1.594
C 1.145 0.680 -0.316  -0.371
C 1.219 0.672 1.225  -0.249
N 0.220 -0.110 1.711  0.564
N -0.656 -0.760 1.883  -0.165
N -3.431 -2.247 -0.370  -0.186
H -2.468 -0.832 -1.249  0.107
H 2.143 1.761 -1.875  0.405
H 2.295 2.352 -0.442  0.460
H 3.143 0.955 -0.692  0.437
H 1.119 -0.265 -0.628  0.517
H 0.081 1.201 -0.586  0.322
H 2.174 0.252 1.542  0.314
H 0.803 1.650 1.693  0.299
H -4.362 -2.042 -0.710  0.223
H -3.424 -3.066 0.208  0.261

Results
Lowest unoccupied orbital energy (spin up / spin down) in eV: -4.84 / -4.84
ΔE to the lowest compared entry with this formula, charge and spin in kJ/mol: 552.4
Electronic energy in eV: -8768.874
Orbital gap (spin up / spin down) in eV: 7.3 / 7.3
Total charge: +1

=====

Density functional theory data (ωB97M-V/def2-TZVPD) for 2 unconnected molecules or ions with the total composition C4H10NO3.

Last column: Mulliken charge in e.
Atoms and positions in Å:
C 0.653 1.199 0.923  -0.902
O -0.485 1.389 1.699  -0.833
C 0.738 -0.113 0.163  0.048
C -0.152 -0.290 -1.132  -0.621
C 0.416 -1.467 -1.845  -0.011
O 1.440 -1.496 -2.472  -0.532
N 0.548 -1.304 1.021  -0.705
H 0.826 2.026 0.201  0.290
H 1.495 1.227 1.617  0.381
H 1.715 -0.218 -0.296  0.371
H -1.180 -0.419 -0.872  0.409
H 0.094 0.616 -1.627  0.314
H -0.146 -2.399 -1.758  0.354
H -0.440 -1.299 1.271  0.313
H 1.076 -1.148 1.852  0.287
H -2.740 1.724 0.076  0.224
H -1.515 1.115 0.889  0.382
O -2.343 0.857 0.290  -0.768

Results
Lowest unoccupied orbital energy in eV: 3.94
ΔE to the lowest compared entry with this formula, charge and spin in kJ/mol: 257.4
Electronic energy in eV: -11942.729
Orbital gap in eV: 7.7
Total charge: -1

=====

Density functional theory data (ωB97M-V/def2-TZVPD) for 2 unconnected molecules or ions with the total composition C5H17N2O.

Last column: Mulliken charge in e.
Atoms and positions in Å:
C 1.226 0.093 -1.191  -0.723
N 1.447 0.327 0.227  -0.244
C 2.165 1.555 0.587  -1.032
C -0.059 0.767 -1.618  -0.780
N -1.143 0.320 -0.666  -0.037
C -1.673 -1.049 -0.893  -0.374
C -2.098 -1.681 0.437  -0.935
H 1.215 -0.982 -1.389  0.441
H 2.012 0.485 -1.832  0.361
H 1.888 -0.490 0.617  0.316
H 2.926 1.802 -0.155  0.361
H 2.672 1.369 1.532  0.371
H 1.511 2.418 0.667  0.295
H -0.348 0.578 -2.639  0.401
H 0.027 1.848 -1.477  0.388
H -1.885 1.012 -0.747  0.367
H -0.674 0.412 0.243  0.250
H -0.914 -1.651 -1.359  0.250
H -2.499 -0.962 -1.592  0.435
H -1.866 -2.739 0.537  0.298
H -1.671 -1.185 1.310  0.237
H -3.179 -1.557 0.556  0.329
H 0.313 -0.147 2.175  0.354
H 0.689 -0.254 3.624  0.325
O -0.082 -0.286 3.046  -0.655

Results
Lowest unoccupied orbital energy in eV: -2.90
ΔE to the lowest compared entry with this formula, charge and spin in kJ/mol: 91.0
Electronic energy in eV: -10481.991
Orbital gap in eV: 10.9
Total charge: +1

=====

Density functional theory data (ωB97M-V/def2-TZVPD) for a molecular structure, C56H62F3GeN5O4Rb.

Last column: Mulliken charge in e.
Atoms and positions in Å:
Rb -1.303 -0.183 0.059  0.274
O -4.012 -3.405 1.099  -0.871
C -3.717 -2.596 0.174  -0.317
N -2.679 -2.596 -0.631  -0.246
C -1.819 -3.741 -0.400  -0.997
C -0.405 -3.611 -0.920  0.408
C 0.307 -4.770 -1.231  -0.938
C 1.635 -4.677 -1.595  -0.569
C 2.235 -3.426 -1.638  -1.072
C 1.456 -2.326 -1.330  -0.489
N 0.164 -2.405 -0.993  1.065
C -4.740 -1.488 -0.040  0.826
C -6.090 -1.816 0.112  -0.779
C -7.044 -0.827 0.009  -0.510
C -6.630 0.482 -0.210  -0.953
C -5.277 0.716 -0.355  -0.308
N -4.345 -0.242 -0.298  0.706
H -2.257 -4.646 -0.840  0.323
H -1.747 -3.968 0.673  0.313
H -0.187 -5.732 -1.167  0.459
H 2.207 -5.570 -1.820  0.402
H 3.282 -3.306 -1.883  0.476
H 1.891 -1.335 -1.313  0.488
H -6.343 -2.844 0.332  0.560
H -8.096 -1.061 0.122  0.435
H -7.337 1.301 -0.266  0.471
H -4.911 1.722 -0.544  0.318
C -0.230 3.055 -2.671  -0.907
C -0.512 2.033 -3.529  0.191
C -2.036 1.895 -3.533  -0.213
C -2.520 2.875 -2.693  -0.644
C -1.443 3.615 -2.154  -0.717
C -1.531 4.844 -1.292  2.810
C -2.849 4.877 -0.516  -1.811
C -0.355 4.897 -0.310  -1.879
C -1.459 6.071 -2.220  -1.820
C -2.976 0.919 -4.232  3.346
C -2.670 0.822 -5.735  -1.753
C -2.941 -0.477 -3.598  -1.319
C -4.427 1.402 -4.104  -2.147
C 0.622 1.358 -4.309  3.053
C 0.428 -0.138 -4.576  -1.319
C 1.935 1.486 -3.513  -2.645
C 0.836 2.092 -5.644  -1.887
H 0.755 3.407 -2.415  0.196
H -3.559 3.053 -2.471  0.344
H -2.953 3.991 0.116  0.316
H -3.707 4.919 -1.189  0.315
H -2.881 5.760 0.126  0.465
H -0.316 4.002 0.310  0.406
H -0.455 5.768 0.342  0.445
H 0.598 4.978 -0.835  0.320
H -2.270 6.055 -2.952  0.372
H -0.512 6.091 -2.763  0.365
H -1.540 6.989 -1.630  0.445
H -1.722 0.333 -5.938  0.226
H -2.653 1.813 -6.196  0.343
H -3.452 0.233 -6.221  0.461
H -1.959 -0.935 -3.616  -0.030
H -3.621 -1.135 -4.150  0.606
H -3.272 -0.484 -2.560  -0.109
H -4.562 2.402 -4.522  0.406
H -4.758 1.405 -3.063  0.150
H -5.074 0.713 -4.651  0.513
H 0.210 -0.686 -3.660  -0.142
H 1.352 -0.546 -4.993  0.571
H -0.362 -0.340 -5.293  0.119
H 1.836 1.088 -2.501  0.642
H 2.270 2.522 -3.440  0.328
H 2.719 0.928 -4.029  0.517
H -0.047 2.071 -6.281  0.285
H 1.662 1.627 -6.191  0.483
H 1.091 3.138 -5.458  0.336
O -0.690 1.401 2.704  -0.022
N -1.448 2.212 2.439  0.014
O 2.624 -0.359 0.887  -0.037
C 1.987 0.665 1.252  -0.064
O 0.883 1.040 0.801  -0.026
C 2.686 1.498 2.323  -0.852
C 3.394 0.654 3.383  -1.291
Ge 4.421 -0.861 2.665  1.860
C 3.673 -2.648 2.443  0.253
C 4.536 -3.704 2.153  -0.069
C 4.067 -5.012 2.078  -0.819
C 2.724 -5.280 2.302  -0.497
C 1.849 -4.237 2.579  -0.555
C 2.322 -2.932 2.643  -0.304
C 5.650 -0.356 1.228  0.098
C 6.737 0.478 1.491  -0.220
C 7.605 0.869 0.476  -0.676
C 7.404 0.411 -0.819  -0.442
C 6.331 -0.428 -1.095  -0.604
C 5.457 -0.800 -0.082  -0.431
C 5.679 -1.216 4.189  -0.244
C 6.970 -1.716 3.995  -0.031
C 7.802 -2.028 5.065  -0.770
C 7.358 -1.842 6.368  -0.428
C 6.081 -1.345 6.588  -0.689
C 5.258 -1.037 5.509  -0.455
H 1.980 2.207 2.757  0.305
H 3.442 2.080 1.783  0.325
H 2.689 0.291 4.137  0.511
H 4.137 1.253 3.917  0.417
H 5.593 -3.510 1.999  0.280
H 4.752 -5.820 1.848  0.384
H 2.354 -6.297 2.241  0.378
H 0.796 -4.440 2.737  0.406
H 1.625 -2.123 2.836  0.239
H 6.915 0.825 2.504  0.392
H 8.440 1.524 0.697  0.378
H 8.081 0.708 -1.612  0.366
H 6.168 -0.782 -2.107  0.418
H 4.601 -1.426 -0.303  0.309
H 7.343 -1.858 2.985  0.306
H 8.799 -2.414 4.883  0.383
H 8.004 -2.082 7.205  0.366
H 5.725 -1.196 7.601  0.390
H 4.263 -0.652 5.709  0.242
F -8.401 -0.953 3.621  -0.265
C -7.752 0.116 4.109  0.774
F -8.401 1.209 3.671  -0.281
F -7.906 0.086 5.448  -0.277
C -6.303 0.127 3.717  0.672
C -5.626 -1.058 3.516  -0.622
C -4.286 -0.996 3.159  -0.595
N -3.626 0.151 2.990  -0.135
C -4.299 1.286 3.196  -0.183
C -5.631 1.329 3.566  -0.955
H -6.122 -2.016 3.588  0.449
H -3.751 -1.914 2.944  0.604
H -3.754 2.208 3.037  0.390
H -6.137 2.276 3.700  0.420

Results
Lowest unoccupied orbital energy (spin up / spin down) in eV: 1.90 / 0.99
ΔE to the lowest compared entry with this formula, charge and spin in kJ/mol: 64.4
Electronic energy in eV: -140044.306
Orbital gap (spin up / spin down) in eV: 7.2 / 6.3
Total charge: -1

=====

Density functional theory data (ωB97M-V/def2-TZVPD) for a molecular structure, C21H21I2IrN3OSSe.

Last column: Mulliken charge in e.
Atoms and positions in Å:
Ir 0.616 1.139 -0.063  2.024
I -0.101 -0.250 4.888  0.048
C 1.573 -0.249 3.666  -0.340
C 2.839 -0.594 4.186  -0.286
C 3.954 -0.655 3.393  -0.345
I 5.779 -1.152 4.252  0.146
C 3.848 -0.392 2.000  0.776
C 4.889 -0.477 1.050  -0.635
C 4.636 -0.254 -0.274  -0.801
C 3.348 0.105 -0.692  -0.154
N 2.357 0.218 0.174  -0.832
C 2.583 -0.032 1.513  0.529
C 1.438 0.082 2.343  0.420
O 0.285 0.468 1.781  -1.270
H 2.919 -0.816 5.241  0.356
H 5.888 -0.729 1.381  0.249
H 5.420 -0.329 -1.013  0.416
H 3.111 0.293 -1.729  0.525
S -1.228 -0.046 -0.930  -0.443
C -1.980 -1.102 0.218  0.372
N -2.764 -2.102 -0.173  -0.156
C -3.257 -2.890 0.960  -0.477
C -2.741 -2.077 2.169  -0.477
N -1.917 -1.046 1.533  0.180
H -2.917 -2.321 -1.141  0.190
H -2.842 -3.896 0.931  0.302
H -4.343 -2.957 0.942  0.299
H -2.146 -2.677 2.854  0.318
H -3.552 -1.611 2.727  0.295
H -1.263 -0.434 2.009  0.019
C -1.615 8.047 0.042  -1.448
C -0.829 6.767 -0.020  0.555
C -0.295 6.309 -1.217  -0.924
C 0.473 5.153 -1.290  0.602
C 1.004 4.708 -2.626  -1.546
C 0.709 4.450 -0.102  0.235
Se 1.991 3.017 -0.155  -0.099
C 0.149 4.855 1.116  0.885
C 0.344 4.113 2.413  -1.280
C -0.614 6.016 1.128  -0.767
H -1.722 8.495 -0.944  0.350
H -1.119 8.770 0.691  0.333
H -2.612 7.875 0.449  0.351
H -0.478 6.869 -2.127  0.272
H 0.660 5.380 -3.409  0.388
H 0.668 3.698 -2.867  0.292
H 2.096 4.697 -2.649  0.357
H 0.706 3.097 2.270  0.011
H -0.598 4.058 2.958  0.390
H 1.061 4.633 3.051  0.352
H -1.048 6.343 2.067  0.441

Results
Lowest unoccupied orbital energy in eV: -4.10
ΔE to the lowest compared entry with this formula, charge and spin in kJ/mol: 35.8
Electronic energy in eV: -123852.581
Orbital gap in eV: 6.5
Total charge: +1

=====

Density functional theory data (ωB97M-V/def2-TZVPD) for 2 unconnected molecules or ions with the total composition C3H11NOS2.

Last column: Mulliken charge in e.
Atoms and positions in Å:
S 0.784 2.120 -0.944  -0.197
S 1.286 0.422 -0.040  -0.072
C 0.349 0.420 1.552  -0.872
C -1.131 0.093 1.371  -0.323
N -1.284 -1.357 1.220  -0.385
C -2.671 -1.708 0.968  -0.921
H -0.334 1.710 -1.581  0.145
H 0.712 -0.373 2.213  0.367
H 0.556 1.337 2.100  0.413
H -1.644 0.657 0.588  0.282
H -1.524 0.363 2.360  0.329
H -0.716 -1.610 0.413  0.275
H -3.300 -1.418 1.806  0.306
H -2.794 -2.770 0.774  0.333
H -3.089 -1.158 0.110  0.326
H 0.945 -2.852 -1.932  0.315
H 1.281 -1.438 -2.419  0.301
O 0.555 -2.044 -2.332  -0.621

Results
SMILES: CNCCSS.O
Lowest unoccupied orbital energy in eV: 0.59
ΔE to the lowest compared entry with this formula, charge and spin in kJ/mol: 43.1
Electronic energy in eV: -28497.150
Orbital gap in eV: 9.6

=====

Density functional theory data (ωB97M-V/def2-TZVPD) for 3 unconnected molecules or ions with the total composition C9H13F2NO12S2.

Last column: Mulliken charge in e.
Atoms and positions in Å:
C 8.266 -2.714 1.287  -0.795
C 7.585 -1.576 0.568  0.583
O 8.214 -0.647 0.171  -0.526
O 6.242 -1.598 0.298  -0.312
C 5.418 -2.364 1.152  -0.620
N 4.042 -2.128 0.714  0.249
C 3.431 -0.969 1.209  0.533
O 2.379 -0.564 0.839  -0.502
F 4.139 -0.307 2.125  -0.214
C 3.213 -3.282 0.890  0.439
O 2.923 -3.781 1.924  -0.423
F 2.819 -3.800 -0.267  -0.209
H 7.617 -3.501 1.664  0.321
H 8.862 -2.309 2.105  0.287
H 8.981 -3.142 0.581  0.265
H 5.628 -3.434 1.073  0.465
H 5.559 -2.099 2.202  0.432
C -0.340 0.816 -0.042  -0.233
C -0.278 0.998 -1.542  -0.361
O -1.323 0.157 -2.043  -0.362
S -2.539 0.122 -0.995  1.046
O -3.535 1.049 -1.386  -0.384
O -2.852 -1.236 -0.731  -0.581
O -1.742 0.733 0.254  -0.318
H 0.134 -0.114 0.265  0.288
H 0.108 1.645 0.500  0.302
H 0.680 0.702 -1.960  0.322
H -0.499 2.028 -1.832  0.278
C -8.702 2.638 -0.797  -0.371
C -7.865 3.696 -0.110  -0.314
O -6.535 3.169 -0.136  -0.311
S -6.320 2.297 -1.467  1.200
O -5.693 3.104 -2.450  -0.548
O -5.805 1.036 -1.094  -0.468
O -7.875 2.162 -1.862  -0.319
H -8.920 1.803 -0.128  0.277
H -9.632 3.036 -1.196  0.301
H -8.175 3.880 0.915  0.298
H -7.873 4.636 -0.667  0.283

Results
SMILES: CC(=O)OCN(C(=O)F)C(=O)F.O=S1(=O)OCCO1.O=S1(=O)OCCO1
Lowest unoccupied orbital energy in eV: 0.23
Electronic energy in eV: -62706.848
Orbital gap in eV: 10.6